[1]
{"formula": "C39H38Br2ClIN3O3Tl", "method": "ωB97M-V/def2-TZVPD", "elements": ["C", "C", "N", "H", "C", "H", "C", "Tl", "H", "H", "H", "C", "C", "H", "H", "H", "C", "H", "H", "C", "C", "C", "C", "H", "H", "H", "H", "C", "H", "H", "O", "H", "H", "C", "C", "C", "C", "H", "O", "H", "C", "Cl", "H", "C", "C", "H", "H", "C", "C", "C", "C", "Br", "H", "C", "H", "H", "C", "H", "Br", "C", "C", "H", "C", "H", "O", "C", "H", "C", "C", "C", "N", "C", "C", "N", "C", "H", "H", "H", "C", "H", "H", "C", "C", "H", "H", "H", "I", "C"], "coordinates": [[-2.459, -1.604, 3.303], [-3.360, -2.630, 3.532], [1.077, 2.980, 2.427], [0.982, 3.140, -4.836], [-4.499, 2.474, 3.519], [-1.929, 1.212, -3.424], [1.240, -2.028, -3.835], [2.565, 1.085, 1.278], [-1.502, 2.595, -4.446], [3.396, -3.709, -4.078], [-1.213, 0.944, -5.016], [-3.362, 3.650, 1.302], [-2.076, -1.253, 2.007], [-3.213, 0.820, 3.134], [-3.634, -2.886, 4.547], [1.251, 1.507, -5.431], [4.754, -1.751, 2.422], [-0.127, 6.074, 1.953], [1.867, -3.380, 4.262], [-3.902, -3.323, 2.459], [1.000, 1.457, 4.359], [-0.031, 3.740, 4.398], [1.538, -2.998, -4.976], [1.136, 4.263, 0.819], [3.602, -2.343, -5.180], [-0.318, 3.511, 5.414], [-0.278, -4.149, -4.640], [4.858, -3.104, 2.698], [-0.708, 2.579, -1.762], [1.812, -3.408, -2.267], [0.484, 0.555, -0.615], [-3.889, -3.568, 0.321], [1.675, -1.543, -6.598], [0.088, 5.152, 2.475], [-2.585, -2.001, 0.953], [1.450, -2.418, -2.515], [1.229, 2.120, -4.531], [0.112, 3.680, -2.848], [0.729, 1.342, 5.544], [-2.021, -1.067, 4.137], [0.202, 1.630, -3.494], [-2.010, -1.755, -0.668], [0.952, -4.996, -5.592], [0.794, -4.322, -4.746], [0.681, 2.783, 3.685], [2.233, 2.124, -4.100], [3.290, -3.964, -5.826], [3.813, -3.721, 3.369], [-3.517, 1.803, 2.805], [1.109, -2.438, -6.332], [2.709, -1.608, 3.436], [1.524, -2.141, 0.272], [1.146, -4.831, -3.847], [0.579, 0.212, -3.019], [-4.663, 5.305, 1.670], [-5.685, 4.258, 3.671], [3.049, -3.270, -5.016], [-0.897, 5.701, 4.307], [-2.673, 4.481, -0.266], [-4.345, 4.326, 2.003], [0.792, 4.144, 1.843], [1.292, -3.186, -7.106], [0.176, 2.691, -2.387], [-4.616, -4.120, 2.623], [0.561, -1.347, 4.364], [0.714, -0.203, -1.676], [0.044, -2.194, -6.347], [2.718, -2.962, 3.743], [0.816, -0.725, -4.033], [-4.913, 3.735, 3.121], [3.708, -1.013, 2.785], [-1.194, 1.591, -4.138], [-2.925, 2.389, 1.692], [1.599, 0.552, 3.552], [-0.337, 4.939, 3.780], [5.733, -3.658, 2.385], [0.657, -0.400, -5.051], [-4.940, 2.002, 4.387], [1.513, -0.772, 3.857], [-0.914, 0.375, 2.806], [5.541, -1.235, 1.883], [-3.506, -3.014, 1.167], [1.181, -1.533, -1.502], [1.062, 2.655, -1.753], [-0.127, -0.517, 1.489], [3.850, -4.780, 3.591], [-1.435, 1.437, 0.478], [-1.077, -0.146, 1.862]], "lowdin_charge": [-0.049, -0.062, -0.008, 0.082, -0.066, 0.086, -0.178, 0.844, 0.086, 0.080, 0.080, -0.718, -0.310, 0.081, 0.108, 0.071, -0.144, 0.105, 0.119, -0.073, -0.481, 0.008, -0.560, 0.111, 0.089, 0.119, 0.091, -0.058, -0.033, 0.099, -0.585, 0.105, 0.083, -0.063, -0.586, -0.098, -0.049, 0.086, 0.069, 0.118, -0.522, 0.755, 0.082, -0.051, -0.201, 0.095, 0.084, -0.053, -0.096, -0.068, -0.252, 0.839, 0.075, -0.083, 0.101, 0.109, -0.047, 0.111, 0.754, -0.132, -0.163, 0.084, -0.089, 0.107, 0.064, -0.442, 0.090, -0.008, 0.009, -0.073, 0.020, -0.037, -0.510, 0.021, -0.046, 0.104, 0.088, 0.111, -0.474, 0.058, 0.111, -0.100, -0.568, 0.084, -0.022, 0.109, 1.763, -0.389], "homo_lumo_gap_ev": 7.4, "total_charge": 0, "de_lowest_kcal_mol": 28.5, "lumo_energy_ev": 0.1, "e_homo_ev": -7.3, "e_tot_ev": -217074.3669, "mol_weight_g_mol": 1123.30}

[2]
{"formula": "C39H38N2O3S", "method": "ωB97M-V/def2-TZVPD", "elements": ["H", "H", "H", "C", "H", "H", "C", "N", "C", "H", "O", "H", "C", "C", "S", "C", "C", "H", "C", "H", "H", "C", "H", "C", "H", "H", "H", "C", "C", "H", "C", "C", "H", "C", "C", "H", "H", "C", "C", "H", "H", "H", "H", "H", "H", "C", "N", "H", "C", "C", "C", "H", "H", "H", "C", "C", "H", "H", "C", "H", "H", "H", "C", "H", "C", "O", "C", "H", "C", "C", "H", "C", "C", "H", "H", "C", "C", "C", "C", "C", "C", "C", "O"], "coordinates": [[-2.825, 0.869, -1.751], [5.935, 2.036, -0.162], [7.008, 2.401, 4.685], [5.148, 2.101, 1.843], [-5.119, -0.946, 2.267], [-1.957, -1.442, -5.103], [0.399, 1.274, 1.853], [-6.528, 0.927, 0.876], [-1.558, 2.214, 2.937], [-0.626, 4.112, 0.261], [3.496, 2.900, 0.048], [0.578, -1.288, -7.710], [0.723, -2.197, 0.285], [2.662, 0.608, 1.025], [3.422, 2.175, 1.299], [-3.420, -1.093, 0.979], [1.183, -4.727, 3.037], [-0.916, -0.352, -7.434], [-0.649, 3.286, 0.975], [1.787, 1.105, -5.283], [-3.028, -1.953, 1.518], [-0.575, 1.228, 2.858], [-0.917, -1.617, 1.502], [0.590, -3.731, 2.261], [-8.223, 1.980, 0.288], [1.824, 0.096, -3.616], [-5.009, 1.739, -1.152], [-0.192, -1.040, -6.965], [1.612, 0.386, -6.099], [2.514, -0.226, -6.232], [-3.329, 0.449, -0.882], [1.574, 0.316, 1.943], [-2.281, 2.189, 3.747], [7.516, 2.032, 1.330], [-4.566, 0.966, -0.523], [0.952, 2.246, -0.002], [-6.751, 2.988, 0.410], [0.303, 2.269, 0.869], [-0.005, -0.635, -4.549], [-7.459, 1.331, 2.715], [0.762, -4.960, 4.020], [8.854, 2.072, 3.025], [3.337, -0.173, 0.701], [-0.270, -3.175, 2.632], [-6.840, -0.342, 2.533], [2.287, -4.088, 0.541], [0.455, -0.445, -5.819], [-0.718, -1.959, -6.667], [-5.272, 0.470, 0.600], [7.817, 2.118, 2.691], [-7.138, 1.995, 0.104], [1.432, 0.948, -7.029], [-2.334, 4.069, 2.094], [1.036, -0.148, -1.333], [1.184, -3.342, 1.034], [5.456, 2.299, 3.199], [3.727, -5.645, 0.933], [2.850, -6.093, 3.232], [2.338, -5.381, 2.582], [1.371, -1.924, -0.541], [-0.540, 0.417, 3.587], [-8.315, 0.181, 1.661], [6.183, 2.058, 0.901], [8.311, 1.943, 0.585], [-1.376, -1.056, -0.495], [2.796, 2.765, 2.466], [0.388, -0.470, -2.148], [-2.791, -1.547, -2.790], [6.788, 2.285, 3.622], [-1.300, -1.166, -4.279], [2.706, -3.816, -0.430], [2.857, -5.100, 1.306], [-1.600, 3.260, 1.997], [4.646, 2.459, 3.916], [-6.958, 1.876, -0.978], [-0.517, -1.606, 0.488], [-2.722, -0.597, -0.147], [-7.316, 0.492, 2.009], [-4.637, -0.549, 1.372], [0.825, -0.301, -3.447], [-0.915, -0.937, -1.874], [-1.760, -1.246, -2.975], [1.624, -0.617, 2.775]], "lowdin_charge": [0.125, 0.108, 0.101, -0.255, 0.095, 0.098, -0.179, -0.188, -0.090, 0.104, -0.364, 0.093, 0.049, -0.205, 0.651, -0.006, -0.059, 0.098, -0.076, 0.087, 0.117, -0.033, 0.105, -0.005, 0.090, 0.105, 0.096, -0.064, -0.056, 0.098, -0.002, -0.482, 0.092, -0.093, -0.005, 0.095, 0.106, -0.049, -0.212, 0.102, 0.110, 0.097, 0.053, 0.112, 0.070, -0.013, -0.199, 0.084, -0.203, -0.101, -0.058, 0.095, 0.097, 0.105, -0.197, -0.056, 0.107, 0.107, -0.061, 0.109, 0.113, 0.095, -0.070, 0.099, -0.055, -0.339, -0.016, 0.122, -0.087, -0.010, 0.118, -0.070, -0.096, 0.111, 0.085, -0.014, -0.170, -0.051, 0.001, 0.004, -0.190, -0.020, -0.007], "homo_lumo_gap_ev": 4.0, "total_charge": 0, "lumo_energy_ev": -2.1, "e_homo_ev": -6.1, "e_tot_ev": -61012.8847, "mol_weight_g_mol": 614.81}

[3]
{"formula": "C39H39FHfN2O2S4", "method": "ωB97M-V/def2-TZVPD", "elements": ["C", "C", "H", "C", "H", "C", "C", "H", "C", "F", "H", "C", "C", "N", "C", "C", "H", "H", "C", "H", "C", "H", "C", "C", "O", "C", "C", "H", "C", "H", "C", "H", "C", "C", "H", "C", "C", "S", "H", "S", "C", "H", "C", "H", "S", "C", "C", "C", "H", "H", "C", "C", "H", "H", "H", "C", "C", "H", "C", "N", "H", "C", "H", "H", "C", "H", "H", "Hf", "O", "H", "H", "H", "H", "H", "C", "H", "H", "C", "C", "C", "H", "H", "H", "H", "H", "C", "S", "H"], "coordinates": [[2.604, -0.056, 0.285], [-0.994, 0.601, -4.006], [-0.362, -1.413, 3.270], [2.899, 2.409, -0.918], [5.354, 2.777, 0.568], [4.037, 0.743, -2.045], [0.289, -2.726, -3.197], [-0.831, 1.209, -4.895], [4.676, 0.869, 1.170], [2.226, -0.643, -2.615], [0.078, -6.686, 2.163], [2.749, 0.375, -1.940], [3.075, 2.894, 0.474], [-0.285, -1.521, -3.082], [-4.922, -1.646, -3.311], [-0.829, 1.628, 1.696], [-4.468, -2.614, -3.111], [-4.684, -1.319, -4.323], [-1.062, 1.863, 4.074], [2.303, 2.966, -1.645], [-0.732, -4.902, 3.055], [5.496, 0.786, 1.873], [-1.946, 4.404, -0.109], [-0.317, -5.695, 1.991], [-2.817, 0.105, -1.196], [-2.554, 3.022, 2.621], [-1.908, 2.497, 1.504], [-0.732, 1.617, 5.076], [0.352, -0.906, 3.918], [-0.665, -5.277, 4.067], [1.809, 2.457, 1.092], [1.207, -1.564, 4.081], [-0.330, -0.725, -4.165], [-1.328, -3.102, 1.547], [-4.128, 2.990, -1.114], [-2.368, 2.953, 0.134], [0.799, 0.409, 3.277], [1.560, -1.369, 0.280], [-5.999, -1.694, -3.180], [-0.354, 1.457, -2.544], [2.180, 1.057, -0.686], [4.737, 0.260, -2.709], [-3.164, -0.823, -2.028], [4.938, 2.690, -1.726], [-1.977, -1.483, 1.298], [3.766, -0.115, 1.124], [1.071, 1.591, 0.304], [0.849, -3.174, -4.383], [-2.661, 3.118, 4.760], [0.403, -4.649, -2.284], [-3.871, 2.779, -0.076], [0.827, -2.346, -5.488], [-1.568, -3.032, 3.673], [-2.074, 0.448, -3.901], [2.744, 0.451, 4.216], [-0.386, 1.316, 2.991], [1.853, 1.081, 4.162], [-0.178, -5.831, -0.143], [-1.236, -3.633, 2.836], [-0.156, 1.091, 0.539], [3.305, 3.944, 0.638], [0.296, -3.607, -1.983], [-2.414, 5.079, 0.613], [1.118, -3.350, -1.315], [4.548, 2.075, 0.368], [1.297, -4.156, -4.423], [1.490, 1.212, 5.183], [-0.912, -0.424, -0.875], [-4.440, -0.676, -2.371], [2.157, 2.058, 3.790], [1.265, 0.160, 2.325], [-4.190, 1.761, 0.144], [-4.444, 3.463, 0.553], [1.270, -2.661, -6.422], [-0.446, -5.209, 0.702], [1.396, 2.895, 1.986], [0.162, -0.436, -6.220], [-0.934, -3.926, 0.489], [0.218, -1.111, -5.379], [4.294, 1.974, -1.218], [-2.241, 4.721, -1.110], [-0.127, -0.729, 4.884], [3.861, -0.996, 1.745], [-0.864, 4.518, -0.022], [-3.388, 3.695, 2.477], [-2.146, 2.707, 3.902], [-1.271, -3.310, -1.134], [-1.856, 2.360, -0.625]], "lowdin_charge": [-0.551, -0.520, -0.005, -0.226, 0.126, 0.062, -0.348, 0.070, -0.019, 0.067, 0.100, -0.258, -0.124, 0.008, -0.063, -0.199, 0.082, 0.086, -0.035, 0.163, -0.076, 0.115, -0.054, -0.090, -0.308, -0.034, -0.130, 0.109, -0.064, 0.104, 0.035, 0.087, -0.347, -0.684, 0.083, -0.397, -0.376, 0.838, 0.088, 0.631, -0.304, 0.120, -0.336, 0.144, 0.616, -0.099, -0.299, -0.016, 0.101, 0.087, -0.066, -0.036, 0.102, 0.061, 0.076, -0.152, -0.060, 0.103, -0.125, -0.129, 0.144, -0.391, 0.077, 0.040, -0.108, 0.117, 0.073, 1.244, -0.085, 0.067, 0.057, 0.074, 0.071, 0.114, -0.100, 0.114, 0.117, -0.554, -0.009, -0.153, 0.078, 0.085, 0.107, 0.076, 0.108, -0.065, 0.937, 0.030], "homo_lumo_gap_ev": 6.6, "total_charge": 0, "de_lowest_kcal_mol": 85.6, "lumo_energy_ev": -0.7, "e_homo_ev": -7.3, "e_tot_ev": -95515.8082, "mol_weight_g_mol": 893.51}

[4]
{"formula": "C39H40AsCoN3O2", "method": "ωB97M-V/def2-TZVPD", "elements": ["C", "H", "H", "C", "H", "H", "H", "H", "H", "C", "C", "C", "C", "H", "C", "C", "C", "H", "C", "H", "C", "H", "C", "H", "H", "H", "H", "H", "C", "H", "H", "H", "H", "H", "H", "C", "H", "N", "H", "H", "C", "H", "H", "C", "C", "C", "H", "N", "C", "C", "C", "H", "C", "C", "H", "H", "C", "H", "H", "C", "H", "C", "H", "C", "C", "C", "C", "C", "C", "As", "N", "H", "H", "C", "C", "O", "Co", "C", "H", "H", "C", "C", "H", "C", "O", "C"], "coordinates": [[-4.967, -0.376, -0.502], [4.838, 1.339, -5.038], [-2.881, 4.969, -4.193], [2.052, -0.677, 2.515], [1.659, 1.331, -0.899], [1.294, -1.355, 2.897], [-3.796, -3.542, -0.612], [2.998, -3.147, -1.158], [-5.899, 0.178, -0.477], [-3.780, 0.317, -0.494], [3.516, 0.789, -6.635], [-0.788, 1.741, 1.982], [-1.824, -0.483, 2.514], [-2.649, -0.317, -3.303], [-2.160, -1.191, -3.714], [-5.004, -1.778, -0.536], [2.250, -2.451, -0.772], [-0.336, 2.648, -1.656], [1.304, 2.245, 0.994], [-2.947, 2.724, 3.024], [-0.930, -3.468, -4.714], [3.674, -2.065, 0.831], [-2.924, -2.294, -4.074], [-4.871, 1.526, 4.007], [0.814, -3.898, -0.109], [-1.555, 1.107, -5.460], [2.154, -2.784, 1.343], [-3.755, 1.399, -0.465], [-0.166, -2.367, -4.355], [3.140, 1.010, -3.281], [1.980, 0.191, -8.009], [0.716, -3.532, -1.834], [-2.857, 3.152, -5.871], [2.999, 2.304, -0.323], [-5.946, -2.308, -0.546], [-0.777, -1.216, -3.857], [-3.999, -2.262, -3.946], [0.224, 1.315, 1.316], [3.511, -0.087, -0.337], [-0.834, 2.810, 2.218], [2.878, 0.831, -4.319], [3.046, -0.946, 2.895], [-2.931, -2.214, 3.128], [2.235, 1.587, -0.007], [-0.859, 2.774, -2.597], [-1.866, 0.947, 2.494], [1.802, 0.324, 2.852], [2.053, -0.733, 1.037], [-2.963, 1.639, 3.048], [1.278, 0.192, -5.985], [-1.374, -2.545, -0.664], [4.262, 0.930, -7.407], [2.234, 0.373, -6.972], [-2.312, -3.433, -4.573], [0.912, -2.402, -4.474], [0.284, -0.141, -6.261], [-2.291, 3.051, -4.953], [0.905, 3.179, 0.583], [3.673, 0.595, 1.271], [1.589, 0.424, -4.647], [-0.446, -4.354, -5.107], [2.944, 0.335, 0.493], [-2.907, -4.293, -4.853], [-4.032, 0.982, 3.597], [0.878, -3.091, -0.847], [2.591, -2.057, 0.656], [3.839, 1.018, -5.307], [-4.002, -0.426, 3.618], [-1.592, 3.930, -2.830], [0.324, 0.229, -3.162], [-0.173, -2.104, -0.568], [-1.515, -3.600, -0.919], [2.274, -1.571, -1.422], [-2.584, -1.776, -0.534], [-1.554, 1.899, -4.721], [-0.855, -1.173, 2.036], [0.119, -0.394, 0.387], [-0.827, 1.755, -3.542], [1.855, 2.508, 1.906], [-4.840, -0.966, 4.044], [-2.943, -1.131, 3.113], [-2.306, 4.070, -4.010], [-1.614, 4.716, -2.085], [-2.542, -0.365, -0.499], [-1.427, 0.304, -0.521], [-3.808, -2.458, -0.563]], "lowdin_spin": [0.000, 0.000, 0.000, -0.001, 0.004, 0.000, 0.000, 0.000, 0.000, 0.000, 0.000, -0.002, 0.004, 0.000, 0.000, 0.001, 0.001, 0.000, 0.001, 0.000, 0.000, 0.000, 0.000, 0.000, 0.000, 0.000, 0.000, 0.000, 0.000, 0.000, 0.000, 0.000, 0.000, 0.001, 0.000, 0.000, 0.000, -0.003, 0.000, 0.000, 0.000, 0.000, 0.000, 0.008, 0.000, 0.001, 0.000, -0.004, 0.000, 0.000, -0.001, 0.000, 0.000, 0.000, 0.000, 0.000, 0.000, 0.000, 0.000, 0.002, 0.000, 0.003, 0.000, 0.001, 0.000, 0.000, 0.000, 0.000, 0.000, 0.007, -0.006, -0.001, 0.001, 0.001, 0.000, 0.043, 0.933, 0.001, 0.000, 0.000, 0.003, 0.000, 0.000, 0.000, 0.001, 0.000], "homo_lumo_gap_ev": [7.5, 7.6], "total_charge": 0, "de_lowest_kcal_mol": 0.0, "spin_multiplicity": 2, "lumo_energy_ev": [0.6, 0.6], "e_homo_ev": [-6.9, -7.0], "e_tot_ev": -148124.1716, "mol_weight_g_mol": 716.62}